C5H7N | ωB97M-V/def2-TZVPD

XYZ file:
```
13
Properties=species:S:1:pos:R:3:forces:R:3:lowdin_charge:R:1
N -0.184951 0.755946 2.746057 -0.275 -0.481 -0.952 0.1439
C -0.467829 0.238825 1.749323 0.282 0.394 0.847 -0.2126
C -0.782366 -0.432252 0.475417 -0.102 -0.022 -0.023 -0.4032
C -0.637412 0.547503 -0.702627 -0.074 0.039 -0.043 -0.1958
C 0.847161 0.346824 -0.981631 0.025 0.188 0.074 -0.0829
C 0.246753 -1.482593 0.020212 0.059 0.175 0.125 0.0783
H -1.780681 -0.876891 0.555846 0.144 0.084 0.020 0.1348
H -1.228874 0.171189 -1.541702 0.094 0.042 0.111 0.1197
H -0.933057 1.577807 -0.490881 0.043 -0.160 -0.020 0.1172
H 1.197258 0.584904 -1.990618 -0.033 -0.103 0.146 0.1021
H 1.505408 0.784490 -0.229926 -0.120 -0.085 -0.103 0.1021
H 1.068678 -1.541408 0.753352 -0.097 0.022 -0.156 0.0488
H 0.917256 -0.852739 -1.022346 0.054 -0.094 -0.024 0.0475
```
Positions in Å, forces in eV/Å.

Computed properties:
**Spin multiplicity**: 1
**Total charge**: 0
**E_tot**: -6783.9176 eV
**Kohn-Sham gap**: 8.99 eV
**Energy above the lowest of the compared OMol25 structures with the same formula, charge and spin**: 443.35 kJ/mol

***

C31H57F3O16 | ωB97M-V/def2-TZVPD

XYZ file:
```
107
Properties=species:S:1:pos:R:3:forces:R:3:lowdin_charge:R:1
C -2.786164 -4.758133 1.681698 -0.508 0.768 -0.845 -0.0653
C -1.529834 -4.427483 0.829468 -1.801 -0.409 -0.120 -0.3362
O -0.837944 -5.640623 0.815748 -0.588 0.301 0.205 0.1255
C -1.343904 -6.454383 1.812018 2.137 -2.483 -0.279 -0.5036
O -0.784584 -7.503423 2.075398 -1.686 2.252 -0.127 0.1466
O -2.459584 -5.945923 2.330558 0.843 -1.133 0.903 0.0940
F -0.778784 -3.491333 1.414508 0.974 0.945 0.934 0.0792
H -3.664834 -4.998513 1.083148 0.093 0.345 -0.426 0.1375
H -3.078904 -3.995003 2.402828 0.441 0.103 -0.009 0.1363
H -1.783294 -4.017153 -0.148022 0.094 -0.594 -0.123 0.1416
C -4.962894 1.471917 3.506168 2.202 1.349 0.228 -0.0552
C -4.038684 1.555007 4.736128 0.046 0.132 -1.771 -0.2829
O -2.970044 0.639987 4.402888 -0.700 1.424 1.059 0.1400
C -3.413414 -0.200173 3.470558 0.827 -1.935 -0.134 -0.5257
O -2.763954 -1.158603 3.105338 -1.697 1.631 -0.028 0.1395
O -4.666314 0.151727 3.101668 -0.433 -1.011 -1.185 0.0750
F -4.832474 1.085577 5.689188 0.032 -0.778 2.263 0.0933
H -4.573154 2.180167 2.775028 -0.305 -0.050 -0.454 0.1373
H -5.998074 1.710317 3.750468 0.120 -0.690 -0.085 0.1466
H -3.581224 2.503507 5.017498 -0.123 -0.108 -0.019 0.1717
C 1.113816 -0.907833 0.899008 -0.520 -1.937 0.585 -0.0706
C -0.276454 -0.218633 0.701578 2.850 -3.941 -0.093 -0.3470
O -0.171664 0.268257 -0.590322 -1.944 0.114 -0.634 0.1585
C 1.033296 0.048267 -1.120912 1.343 -0.278 -1.918 -0.5173
O 1.330946 0.271457 -2.277732 -0.511 -0.072 2.061 0.1398
O 1.839166 -0.504243 -0.203812 1.147 0.990 -1.541 0.0793
F -0.191384 0.744417 1.540998 -1.019 4.422 2.814 0.1149
H 1.176436 -1.995963 0.886978 -0.717 -0.155 -0.046 0.1237
H 1.585616 -0.622523 1.839278 -0.181 0.492 -0.167 0.1100
H -1.085634 -0.878033 1.015458 -0.619 0.177 -1.105 0.1511
C 4.210526 4.596787 -2.807712 1.528 0.465 1.659 -0.2251
C 3.759436 3.197937 -2.636542 -0.093 -1.893 -1.121 -0.1727
C 2.492866 3.078027 -3.545322 2.654 1.379 1.067 -0.1751
O 2.751556 4.212417 -4.425582 -1.669 -0.089 -1.376 -0.1567
C 4.051496 4.856237 -4.240702 -2.619 -0.433 -0.382 -0.1818
H 5.264266 4.773967 -2.592472 0.067 -0.166 0.799 0.1197
H 3.568326 5.161107 -2.131512 0.146 0.959 -0.480 0.1165
H 3.540766 2.857557 -1.624402 0.517 -0.083 -0.044 0.1119
H 4.500906 2.626327 -3.194762 0.278 -0.781 0.767 0.1136
H 1.658746 3.158797 -2.848302 -0.473 0.466 -0.953 0.0628
H 2.480116 2.105997 -4.038362 -0.163 0.296 -0.357 0.1071
H 3.993996 5.922767 -4.458182 -0.474 -0.026 -0.173 0.1205
H 4.741906 4.427487 -4.967062 0.470 -0.309 0.470 0.1222
C 0.957706 -4.072163 -3.477832 -1.677 -0.475 -0.153 -0.1550
C 2.072056 -3.062933 -3.531452 1.685 0.031 0.665 -0.1510
C 2.762626 -3.224953 -2.161952 -0.918 0.164 0.642 -0.1599
O 1.649406 -3.583983 -1.294822 0.713 0.215 0.375 -0.1581
C 0.773106 -4.455923 -1.986492 0.819 -0.006 -0.408 -0.1820
H 1.110726 -4.965163 -4.083842 0.454 -0.001 0.070 0.1078
H 0.047246 -3.655253 -3.908362 -0.167 0.172 0.175 0.0943
H 1.765896 -2.019153 -3.601312 -0.222 -0.185 -0.325 0.0897
H 2.784626 -3.331183 -4.311452 -0.085 0.402 -0.203 0.1127
H 3.217476 -2.353083 -1.691792 -0.420 0.459 -0.379 0.1098
H 3.600946 -3.921443 -2.146472 -0.367 -0.868 -0.117 0.1118
H -0.226474 -4.385993 -1.557482 -0.001 0.443 -0.276 0.0921
H 1.069196 -5.490003 -1.810102 0.184 -0.212 -0.077 0.1167
C 1.090506 -1.624913 5.178478 -1.123 0.687 0.208 -0.1688
C 0.964896 -1.715973 6.694928 -0.155 -1.319 -0.249 -0.1724
C -0.553684 -1.627673 6.852988 0.926 1.203 0.123 -0.2327
O -1.129204 -2.300903 5.761718 0.130 -0.490 -0.702 -0.1288
C -0.194414 -2.302133 4.639578 0.623 -0.446 0.932 -0.1695
H 2.021536 -1.994273 4.748508 -0.124 0.237 -0.039 0.1070
H 0.868636 -0.572583 5.001058 0.869 0.304 -0.600 0.1082
H 1.530706 -0.987663 7.275888 -0.119 0.129 -0.193 0.1129
H 1.288046 -2.712433 6.996168 0.069 -0.109 0.288 0.1104
H -0.825184 -0.575113 6.772288 -0.163 0.391 0.154 0.1102
H -0.856814 -1.950633 7.848928 -0.461 -0.570 -0.339 0.1204
H -0.555794 -1.773183 3.757698 -0.429 0.083 0.316 0.0812
H -0.034194 -3.339403 4.345468 -0.003 -0.136 0.085 0.1135
C -2.200324 -0.054483 -4.817862 -0.527 -0.623 -0.753 -0.1552
C -1.867074 1.423127 -4.644802 0.022 -0.194 1.178 -0.1714
C -0.557434 1.587787 -5.417672 -0.768 -0.022 0.140 -0.1618
O -0.282694 0.282397 -6.013842 0.765 1.206 0.066 -0.1403
C -0.880674 -0.752943 -5.232102 -0.332 1.732 0.189 -0.1829
H -2.856194 -0.085583 -5.687902 -0.179 -0.486 -0.022 0.1084
H -2.715144 -0.518583 -3.976632 0.048 0.092 0.066 0.0892
H -1.760894 1.617237 -3.577502 0.537 0.057 0.137 0.0940
H -2.648234 2.135937 -4.908952 -0.134 -0.357 -0.579 0.1074
H 0.150276 2.027877 -4.715132 0.835 -0.904 -0.066 0.0902
H -0.651184 2.373817 -6.166992 0.023 -0.552 -0.597 0.1174
H -0.224444 -0.988593 -4.394282 -0.076 -0.070 0.314 0.0919
H -0.981474 -1.634553 -5.865112 -0.187 0.120 -0.009 0.1185
C 0.285266 5.671117 0.681108 -2.136 -1.225 -0.757 -0.1210
C 0.465296 4.198697 0.146408 0.505 0.914 -1.513 -0.1402
C 0.163436 4.397957 -1.374272 0.462 0.953 1.534 -0.2099
O -0.898874 5.340747 -1.374692 -1.222 0.524 -0.132 -0.1529
C -1.017814 6.103937 -0.161962 2.403 -0.883 0.736 -0.1694
H 1.108446 6.339777 0.429378 0.144 -0.349 -0.032 0.1018
H 0.105706 5.677557 1.756198 0.027 0.193 -0.037 0.0945
H -0.259264 3.430217 0.415748 -0.077 0.407 0.956 0.0986
H 1.476746 3.830417 0.317998 -0.027 -0.131 0.031 0.1000
H -0.126914 3.484897 -1.894022 -0.207 0.094 0.053 0.1063
H 1.006786 4.865937 -1.882062 0.207 -0.144 -0.165 0.1033
H -1.930894 5.874697 0.387428 -0.116 -0.214 -0.168 0.1030
H -0.975564 7.177717 -0.344522 -0.139 -0.052 -0.380 0.1051
C -4.064864 -1.726373 -1.131132 -1.409 -1.414 -0.721 -0.1460
O -3.566634 -2.217813 0.095818 0.646 0.424 0.108 -0.1230
H -4.879594 -2.374373 -1.454242 -0.226 -0.420 -0.123 0.0736
H -4.585804 -0.769403 -1.161582 0.884 0.592 0.456 0.0819
H -3.330854 -1.887893 -1.920582 0.323 0.629 0.335 0.0739
H -4.264864 -2.320473 0.746618 -0.147 0.255 -0.058 0.0799
C 3.920376 0.404797 3.089608 1.356 -0.128 0.379 -0.1444
O 4.494916 1.622147 3.593778 -0.446 -0.209 -0.460 -0.1195
H 3.029536 0.628137 2.502548 -0.018 0.033 0.564 0.0635
H 4.610496 -0.141283 2.446468 0.241 0.346 -0.569 0.0759
H 3.840756 -0.311703 3.907158 -1.069 0.090 0.148 0.0688
H 5.149146 1.397157 4.259338 0.010 -0.047 -0.041 0.0697
```
Positions in Å, forces in eV/Å.

Computed properties:
**Spin multiplicity**: 1
**Structure (SMILES)**: O=C1OC[C@@H](F)O1.O=C1OC[C@@H](F)O1.O=C1OC[C@@H](F)O1.C1CCOC1.C1CCOC1.C1CCOC1.C1CCOC1.C1CCOC1.CO.CO
**Total charge**: 0
**E_tot**: -73978.1747 eV
**Kohn-Sham gap**: 9.36 eV
**Energy above the lowest of the compared OMol25 structures with the same formula, charge and spin**: 294.17 kJ/mol

***

C8H14BrNO2Si2 | ωB97M-V/def2-TZVPD

XYZ file:
```
28
Properties=species:S:1:pos:R:3:forces:R:3:lowdin_charge:R:1
C -1.553244 -3.811670 -0.558155 0.859 -1.054 -0.232 -0.1958
C -0.792143 -2.693605 0.370658 -1.812 -0.435 1.052 -0.7409
Br 1.179133 -2.619376 -0.070926 -1.332 -0.144 0.160 0.5912
C -1.467354 -1.194751 0.337786 0.225 -0.139 1.494 -0.3126
Si -1.662008 -0.436118 -1.425774 -0.391 0.682 -0.682 0.4808
O -3.109436 0.595260 -1.506027 2.140 -0.719 1.919 -0.2693
O -0.208382 0.325320 -2.064322 -2.479 1.544 1.681 -0.4354
Si -0.118603 2.032746 -1.658829 1.201 -1.247 0.796 0.6101
C 1.095473 2.186299 -0.116470 1.234 -0.738 0.628 -0.3344
C 2.118914 0.972018 0.058985 0.757 2.460 3.099 -0.0782
C 3.140318 0.957981 1.329647 -3.919 4.055 -1.305 -0.0254
C 2.922616 2.290341 2.242906 -1.534 -1.287 -3.185 -0.0628
C 1.833655 3.382107 1.799491 0.403 -0.622 -0.009 -0.1341
N 0.871280 3.430774 0.663338 5.508 -5.584 2.061 -0.0073
H -1.073063 -4.870572 -0.300047 -0.963 2.307 -0.484 0.0857
H -2.710169 -3.932654 -0.324630 2.451 0.690 -0.483 0.0991
H -1.348320 -3.660964 -1.720221 -0.639 -0.130 2.645 0.0736
H -0.845371 -3.099338 1.491308 0.318 1.023 -2.520 0.1065
H -2.538383 -1.305158 0.852105 2.195 0.233 -1.170 0.1076
H -0.837142 -0.457604 1.019774 -1.203 -1.612 -1.247 0.0949
H -1.953116 -1.578179 -2.329258 0.061 0.510 -0.020 0.0102
H -3.257621 1.075420 -0.634129 0.266 -0.839 -1.712 0.0618
H 0.350933 2.887107 -2.779599 -0.006 -0.429 0.030 -0.0343
H -1.415055 2.556417 -1.200184 -0.023 -0.070 -0.026 -0.0316
H 2.139041 0.090459 -0.718145 -0.249 2.090 1.714 0.0528
H 3.902285 0.087851 1.514113 -1.655 2.021 -0.258 0.0949
H 3.564114 2.445627 3.218900 -1.571 -0.180 -2.258 0.0882
H 1.771646 4.344262 2.507703 0.158 -2.386 -1.688 0.1047
```
Positions in Å, forces in eV/Å.

Computed properties:
**Spin multiplicity**: 1
**Total charge**: 0
**E_tot**: -99902.2774 eV
**Kohn-Sham gap**: 8.70 eV